Version P
Density functional theory data (ωB97M-V/def2-TZVPD) for a cluster of 21 separate species, C63H147N21O21 in total.

The geometry in ORCA input format:
```
! RIJCOSX wB97M-V def2-TZVPD def2/J DEFGRID3
* xyz 0 1
H -0.89 -5.45 0.13
C -0.56 -3.53 -1.70
H 4.42 -0.09 0.69
C -4.31 4.59 -0.97
O 0.02 1.10 -1.95
H -4.70 -2.85 -5.85
O -3.63 -2.78 0.61
H -8.91 2.51 -3.64
O -3.30 4.43 -5.31
H 2.28 -7.09 2.10
C -4.56 3.35 -7.76
H -7.21 6.03 3.56
H -1.17 -2.69 2.98
H -3.56 0.63 -7.36
N -0.75 -4.72 3.26
C 1.44 -9.32 4.00
C -1.80 -1.12 -5.62
H -1.19 -1.53 7.63
N -6.87 2.02 -3.14
H 4.44 -0.11 -6.60
H -4.58 4.52 -2.10
H 3.47 -4.66 1.39
H 2.25 -1.14 -3.76
H -2.37 -5.53 2.20
H -7.43 2.42 4.08
O 4.69 -3.45 -1.51
H -8.92 5.52 3.28
H 5.05 -1.03 -3.92
C 6.11 -4.45 3.54
O 1.26 4.61 -3.36
H 2.90 -0.45 3.60
C 3.87 -2.71 -1.00
C -6.52 0.87 -3.65
H 4.78 2.97 -5.09
H -0.75 -2.70 -2.55
H -7.12 3.95 0.91
H 0.59 4.87 -5.65
H 5.70 4.36 4.93
O 2.26 5.85 6.77
H -4.26 4.40 -7.77
H 1.09 5.58 1.15
C 5.64 5.05 5.78
H -1.07 4.18 -5.39
H -1.97 -0.58 -4.67
H -3.06 -0.85 -1.26
C 1.18 3.48 -3.77
O 3.00 -2.94 4.21
H -2.99 -4.21 -6.46
H 5.09 5.19 2.26
H -2.93 -4.50 3.54
N 0.61 3.01 -4.85
C 5.52 -2.09 3.28
H 6.01 -0.45 -5.95
O 4.44 -7.38 4.22
O 6.96 2.83 -1.28
C 6.42 1.12 2.06
C 5.42 -0.29 0.27
H -7.79 2.17 -1.21
H 5.90 6.07 5.62
H 4.83 3.28 7.53
H -5.68 3.32 -7.79
N -3.10 -1.49 6.78
H 2.24 3.57 2.17
C -4.02 -1.59 7.93
H -2.99 -4.71 -2.84
N -2.72 -2.22 -5.88
H 7.31 1.74 2.32
H -5.39 -1.50 -0.41
H 8.28 1.44 0.37
H 3.00 1.30 3.86
C -5.94 -1.20 2.82
H 3.28 2.09 -5.56
H -0.65 -0.61 1.43
H 3.72 -1.59 -1.24
H -1.34 -2.21 5.95
H -2.43 -0.34 1.34
H -5.65 -1.84 3.67
N 3.08 5.50 1.98
H -0.78 1.45 -4.70
C 3.95 -3.74 4.14
H 8.37 -0.33 0.49
H -7.72 3.84 -3.64
O -5.16 4.64 -0.13
H -4.51 -1.28 -5.22
C -3.51 -1.03 5.56
H 0.51 -8.85 3.78
C -4.28 -2.46 1.56
H 2.00 4.54 3.67
H 1.03 -2.40 0.13
C 2.69 -8.07 2.27
C -5.56 -0.75 0.34
C 1.58 -1.98 -3.96
H -2.78 -2.92 -2.60
C -0.19 0.64 -0.82
H -4.22 0.77 -5.63
H 3.21 4.16 -0.12
H 5.23 0.07 -0.79
H 2.47 0.67 2.27
N 4.94 4.01 -1.29
H -0.80 -1.57 -5.50
H -1.77 -0.45 -6.47
H 1.98 -2.06 1.60
H 5.75 -1.30 0.31
H 1.51 -4.77 -4.61
O 1.74 -0.91 -6.54
N 5.19 -3.41 3.80
H 5.16 2.12 -0.68
H 1.63 2.64 -3.12
C -4.16 1.19 -6.65
H 5.67 -5.37 3.95
H 3.11 -8.09 5.52
H 0.61 0.69 -0.05
C 4.14 2.15 -4.83
O 4.68 6.86 1.13
H -4.53 -0.64 5.64
H -3.71 -3.80 -1.43
H 6.39 5.44 -1.88
C -2.50 4.31 0.52
O 0.37 1.88 2.28
C 0.29 -5.48 3.87
C 4.68 0.01 -3.73
C 0.60 -0.53 4.90
H -1.85 3.50 0.57
H 2.15 -8.77 1.60
H 1.55 -10.30 3.41
O 4.27 0.35 -2.56
H 2.89 4.55 -1.76
N 2.54 -8.47 3.63
C 0.28 1.58 -4.97
H -7.62 3.96 5.01
H -2.69 4.49 -2.85
C 0.07 1.13 3.17
H -4.19 -2.80 2.61
H 6.55 -1.78 3.31
C -0.02 3.96 -5.67
H -4.48 -1.51 -6.97
O 0.07 -6.58 4.25
O 5.46 1.18 2.80
C -7.85 2.81 -3.88
H -3.44 -1.16 8.78
H -1.85 5.16 0.78
C -3.36 3.26 -5.54
H 1.90 -2.83 -7.16
N -1.71 -4.01 -1.28
H 1.49 -2.71 -3.11
H -1.82 -1.71 0.57
H -4.99 0.10 0.25
H 0.02 3.64 -6.68
C -1.82 -2.10 6.91
H 6.34 4.75 6.56
H -1.72 -6.12 -1.32
N -3.97 2.64 -6.63
H 1.71 7.05 1.88
N 1.02 0.38 3.79
H 3.54 3.82 3.32
H 3.55 6.58 5.39
H -2.14 -6.09 3.75
O -5.71 0.07 -3.23
H 2.24 -1.15 0.08
C 2.42 0.51 3.37
H 5.25 -1.84 2.26
C 5.30 0.32 -6.07
H -6.62 -0.54 0.35
N -2.99 4.48 -0.81
H 1.15 -4.88 4.09
C -2.91 -3.89 -2.10
H -2.67 -5.41 0.04
H 0.53 -3.11 2.84
H 3.20 -4.42 -4.82
H -0.60 -3.55 1.52
H 3.37 -5.12 -0.34
N 4.31 4.90 6.32
C 2.23 -4.20 -5.16
C 5.77 2.95 -1.11
H 7.66 0.58 -0.97
H 0.76 1.04 -4.16
C 2.94 -4.48 0.40
H -3.07 0.96 -1.25
H -6.99 -1.33 2.63
C -7.95 3.36 4.18
H 0.65 -1.52 -4.23
H -2.08 0.13 -2.42
C -2.45 0.05 -1.36
C -1.73 -5.32 -0.56
C 7.77 0.52 0.16
H 4.96 6.06 -1.30
C 3.46 3.85 -1.12
H 6.35 -4.58 2.49
C -4.14 -1.96 -5.99
C -0.51 -3.44 2.62
H 3.86 -4.81 4.42
H 3.75 -8.04 2.00
C -7.89 5.43 2.96
C -6.88 2.43 -1.67
H 1.98 -4.88 0.58
C 1.86 -2.12 -6.31
N 4.77 0.84 -4.78
C 1.99 6.20 1.31
H 3.73 2.30 -3.84
C -2.12 4.25 -1.96
H -2.91 2.50 -4.84
O -2.93 -1.13 4.50
H -2.00 -3.15 7.26
H -1.16 4.82 -1.96
H -6.85 3.50 -1.69
C 2.72 4.31 2.84
H 0.48 1.12 -5.96
C 5.34 5.26 -1.92
H -7.71 2.67 -4.96
H 3.20 2.82 -1.40
C 2.01 -2.12 0.50
H -1.84 3.22 -2.05
H 7.07 -4.28 4.08
C -7.26 3.36 1.83
H 2.17 -4.52 -6.28
H 2.17 6.54 0.30
H -0.96 0.99 3.53
H -6.09 1.97 -1.05
C 3.33 5.83 6.13
H 5.77 1.14 -6.65
H -4.79 -0.85 7.72
H 0.68 -1.57 4.62
N 6.54 0.55 0.84
O -7.21 2.15 1.68
H 1.46 -9.59 5.05
H -4.38 -2.58 7.93
N 2.99 -3.08 -0.02
C 3.37 -7.93 4.52
O 0.55 -3.80 -1.34
C -2.22 -3.46 -6.17
N 2.00 -2.76 -5.13
H -7.84 5.65 1.90
H -9.03 3.24 4.24
N -7.48 4.05 2.99
C 4.38 5.90 1.78
O -1.05 -3.77 -6.14
H 5.01 -1.38 3.98
H 4.93 5.33 -2.86
C 4.04 3.59 6.86
H 3.98 2.86 6.06
C -1.53 -0.65 0.82
N -5.18 -1.41 1.61
H -3.38 4.20 1.21
H -0.46 -0.35 5.13
H -5.18 0.95 -7.03
N -1.33 0.01 -0.45
H 3.06 3.53 7.41
H -5.82 -0.20 3.20
H -6.92 0.76 -4.70
H 1.04 -0.28 5.88
H -4.26 2.84 -8.69
C -2.13 -5.19 3.17
*
```

Values from the calculation:
frontier orbital gap: 0.3178 hartree
HOMO level: -8.443 eV

Version Q
Density functional theory data (ωB97M-V/def2-TZVPD) for a cluster of 21 separate species, C63H147N21O21 in total.

The geometry in ORCA input format:
```
! RIJCOSX wB97M-V def2-TZVPD def2/J DEFGRID3
* xyz 0 1
O 11.77 -20.00 9.70
H 12.70 -23.45 12.85
C 10.97 -28.46 9.74
H 15.90 -15.08 4.96
N 9.53 -19.53 9.53
H 11.22 -19.47 16.56
C 15.45 -23.44 7.71
N 16.81 -27.15 13.80
H 14.90 -21.42 15.00
C 12.81 -17.85 12.92
H 13.89 -21.87 8.62
C 9.21 -24.86 6.48
O 13.19 -17.61 17.06
C 8.19 -19.81 9.85
N 17.92 -20.43 5.62
C 14.20 -22.26 14.83
H 10.37 -31.98 12.73
C 11.84 -29.18 13.29
H 17.18 -28.66 6.92
O 12.02 -22.21 5.93
H 13.98 -16.21 15.89
H 21.24 -28.23 2.84
H 17.59 -30.08 7.93
H 10.94 -22.66 8.37
N 19.49 -22.05 14.66
N 17.91 -21.57 1.58
H 13.73 -19.56 3.98
H 11.47 -25.83 8.25
C 18.21 -24.44 9.89
H 17.61 -25.38 9.76
H 13.23 -20.03 11.36
H 15.07 -29.65 7.34
N 16.55 -19.02 9.99
C 19.21 -22.18 1.79
H 20.85 -23.74 9.71
H 7.99 -20.04 10.94
H 15.22 -18.01 8.88
C 11.52 -28.71 7.35
H 17.26 -27.95 10.35
H 9.11 -26.53 12.59
C 13.61 -23.97 13.16
C 20.89 -21.98 14.77
H 16.60 -13.51 7.63
H 13.15 -21.87 14.81
H 9.00 -18.01 8.25
C 15.73 -18.95 8.78
H 12.45 -28.20 7.54
H 16.52 -22.45 0.14
H 18.91 -24.86 3.71
C 17.37 -28.98 7.99
C 9.11 -25.42 12.76
H 10.74 -18.19 8.39
C 11.18 -25.77 11.42
N 19.03 -24.30 8.68
H 16.01 -16.26 15.05
H 9.15 -25.19 13.78
H 18.62 -20.09 7.55
H 12.03 -20.79 7.46
C 13.71 -20.13 12.34
H 10.44 -20.76 11.03
H 19.80 -22.65 12.64
H 11.77 -29.49 6.63
H 14.33 -22.99 15.64
H 11.88 -27.88 9.73
H 16.48 -18.85 8.01
H 15.29 -16.54 5.62
H 19.51 -27.75 1.55
O 15.50 -22.33 7.14
H 10.41 -23.07 12.98
H 17.19 -21.10 7.47
O 14.43 -26.72 5.94
H 16.92 -16.11 5.96
H 12.85 -28.75 13.04
H 7.63 -18.93 9.54
H 19.67 -24.98 6.85
N 10.22 -24.91 12.05
O 15.93 -19.37 13.72
H 8.32 -24.28 6.58
C 15.02 -29.54 8.44
C 17.11 -20.23 10.43
H 17.59 -23.57 10.01
H 15.07 -19.85 8.63
C 9.44 -19.49 13.89
C 16.53 -16.71 15.88
C 12.99 -18.88 6.36
H 15.97 -24.32 7.40
C 15.02 -18.55 13.58
C 15.47 -27.31 14.31
C 16.29 -28.31 10.12
N 15.45 -15.12 7.04
N 19.93 -26.63 3.24
H 11.70 -25.45 6.54
H 13.10 -16.96 13.46
H 17.37 -28.99 14.43
H 13.73 -30.69 12.57
O 9.76 -20.54 13.31
C 19.58 -25.55 4.22
C 12.86 -31.34 12.69
H 11.00 -26.82 11.64
H 15.17 -17.51 13.84
O 13.40 -15.84 6.98
H 9.34 -23.01 11.58
N 10.07 -18.94 14.92
H 16.15 -14.63 8.97
H 16.43 -19.62 4.39
N 14.78 -23.68 8.81
H 12.22 -20.47 3.69
C 19.27 -26.80 2.09
H 9.03 -25.91 6.75
H 17.95 -20.53 9.79
N 14.75 -25.24 4.19
H 14.18 -14.95 8.69
H 16.55 -25.61 3.09
C 15.73 -22.75 13.05
O 17.99 -25.95 7.45
H 14.99 -30.52 8.88
H 15.89 -22.11 1.72
H 15.11 -25.83 8.70
H 12.18 -19.35 15.19
O 15.35 -28.26 10.87
H 17.49 -20.10 11.39
H 13.10 -20.88 12.89
O 10.89 -28.44 13.63
H 18.74 -19.68 1.83
H 20.53 -28.32 4.42
H 19.80 -21.44 2.30
N 11.71 -30.48 13.01
N 10.96 -29.39 8.56
H 18.82 -24.68 10.73
C 18.70 -21.70 15.65
H 19.71 -22.42 0.77
H 9.62 -30.39 13.19
N 14.60 -23.00 13.69
O 9.01 -22.34 7.93
O 18.45 -25.94 1.67
N 10.18 -24.27 7.40
H 12.74 -17.56 11.92
C 15.95 -18.56 17.42
N 12.64 -20.08 5.73
H 16.21 -21.39 4.71
H 11.07 -20.72 15.28
H 19.37 -21.39 16.58
C 20.33 -23.55 8.73
N 16.19 -28.79 8.84
H 12.96 -32.13 13.39
O 20.04 -19.68 5.42
C 16.57 -20.44 5.16
H 17.34 -15.10 7.88
N 13.86 -18.87 13.00
H 18.71 -21.84 7.05
H 14.27 -22.25 10.30
H 13.61 -21.34 4.30
H 18.28 -21.75 12.95
H 18.23 -28.39 8.31
H 16.29 -23.94 3.37
H 21.78 -27.18 3.98
H 15.09 -28.34 14.45
H 16.56 -19.24 16.79
C 14.77 -25.02 9.39
C 11.43 -25.03 7.50
H 10.53 -31.32 14.39
H 13.56 -23.64 3.72
H 15.87 -20.30 6.02
C 16.79 -22.42 1.19
H 17.11 -23.43 1.38
C 14.16 -17.06 16.52
O 17.48 -21.71 15.66
H 12.79 -31.86 11.74
H 12.44 -18.64 7.25
C 18.85 -25.11 7.59
H 8.13 -24.97 12.45
O 16.10 -23.24 12.01
C 18.11 -20.91 6.98
H 14.70 -20.65 12.26
C 16.42 -14.54 7.94
H 14.85 -26.92 13.56
C 15.90 -15.73 5.89
C 15.77 -24.85 3.20
C 18.96 -22.46 13.33
H 16.73 -18.23 18.15
H 9.91 -17.61 16.50
H 10.87 -29.11 10.63
H 14.05 -24.35 12.26
H 13.39 -24.70 13.88
H 10.80 -27.96 6.96
H 16.42 -21.06 10.42
H 20.58 -25.14 4.46
H 9.56 -24.72 5.45
H 8.52 -19.01 13.61
H 14.05 -18.85 6.48
C 17.80 -28.07 14.08
C 13.11 -20.38 4.36
H 11.05 -23.16 11.28
C 15.06 -26.29 4.99
H 16.93 -24.94 13.90
C 11.18 -19.70 15.50
C 14.29 -15.34 7.64
H 16.75 -25.64 12.33
C 13.58 -24.34 4.51
H 14.11 -29.03 8.68
H 12.95 -23.04 9.55
H 15.35 -25.08 10.32
H 10.11 -27.81 9.75
C 10.47 -31.11 13.35
H 17.41 -18.03 11.59
H 15.92 -26.83 4.55
C 10.63 -20.15 10.12
H 15.28 -24.63 2.25
H 18.57 -19.25 4.08
O 16.76 -19.56 1.64
H 18.24 -25.94 13.34
C 18.94 -19.81 5.01
H 17.31 -17.41 15.64
O 16.43 -16.79 10.32
H 21.33 -21.38 13.96
H 13.85 -23.75 5.42
N 15.46 -17.47 16.61
H 10.20 -16.85 14.88
H 15.18 -26.74 15.15
C 9.80 -18.74 8.29
H 12.73 -18.04 5.62
H 12.16 -24.24 7.72
H 11.89 -18.32 13.42
H 21.24 -21.61 15.71
H 18.35 -23.37 13.43
C 16.77 -17.90 10.71
H 10.87 -31.23 7.67
C 17.82 -20.22 1.67
H 16.36 -22.06 13.63
H 7.79 -20.63 9.24
H 15.15 -19.13 17.82
H 13.73 -25.31 9.70
H 21.37 -22.95 14.69
H 20.90 -23.85 7.84
H 16.90 -16.00 16.64
H 19.13 -26.03 5.11
H 12.64 -24.87 4.70
C 17.16 -25.89 13.33
C 9.74 -17.65 15.41
C 10.72 -30.72 8.62
C 20.89 -27.63 3.64
H 9.82 -19.32 7.40
C 10.28 -23.45 11.95
C 12.18 -21.13 6.43
C 13.92 -22.63 9.39
O 10.27 -31.32 9.56
H 20.16 -22.52 8.55
H 8.64 -17.55 15.36
O 18.99 -27.87 13.80
C 10.02 -23.05 7.95
O 12.12 -25.29 10.83
H 19.11 -22.97 2.46
*
```

Values from the calculation:
frontier orbital gap: 0.3273 hartree
HOMO level: -8.616 eV

Compare the structures above. Which one is the most stable? version Q is.